Here is a molecular structure, C28H36AsBr2GaN2O2Si2 from the Open Molecules 2025 dataset. Energies are from ωB97M-V/def2-TZVPD.

Element x y z (Å)
Ga -1.099 -0.321 -0.669
O -0.270 -2.081 -4.205
C 0.864 -1.482 -4.613
C 1.451 -1.919 -5.798
C 2.620 -1.336 -6.255
C 3.219 -0.299 -5.551
C 2.630 0.137 -4.375
C 1.467 -0.447 -3.887
C 0.914 0.003 -2.555
O -0.454 -0.094 -2.442
N 1.518 -0.868 -1.517
N 1.027 -0.606 -0.272
C 1.817 -0.722 0.724
C 1.466 -0.602 2.127
Br -0.367 -0.527 2.570
C 2.377 -0.582 3.104
C 3.838 -0.540 2.917
C 4.647 -1.388 3.675
C 6.022 -1.373 3.519
C 6.611 -0.496 2.617
C 5.819 0.370 1.880
C 4.440 0.351 2.029
H -0.622 -1.547 -3.461
H 0.969 -2.719 -6.344
H 3.062 -1.689 -7.179
H 4.123 0.167 -5.918
H 3.072 0.958 -3.819
H 1.238 1.043 -2.377
H 2.534 -0.891 -1.552
H 2.863 -0.958 0.529
H 2.021 -0.597 4.128
H 4.188 -2.069 4.382
H 6.636 -2.045 4.104
H 7.687 -0.481 2.498
H 6.274 1.071 1.192
H 3.827 1.052 1.474
Br -3.963 -6.344 -0.612
C -3.123 -4.644 -0.584
C -1.991 -4.457 0.190
C -1.385 -3.209 0.208
C -1.885 -2.136 -0.531
C -3.024 -2.372 -1.306
C -3.648 -3.612 -1.341
H -1.588 -5.278 0.768
H -0.495 -3.088 0.815
H -3.448 -1.575 -1.910
H -4.527 -3.773 -1.950
C -1.137 3.243 2.734
Si -0.951 3.209 0.864
C -1.415 4.911 0.228
C 0.844 2.861 0.431
As -2.326 1.698 -0.289
Si -4.048 1.203 1.216
C -5.241 0.079 0.310
C -4.880 2.841 1.604
C -3.589 0.367 2.835
H -0.554 4.082 3.126
H -0.777 2.331 3.207
H -2.174 3.398 3.036
H -0.803 5.686 0.697
H -2.463 5.130 0.447
H -1.283 4.973 -0.853
H 1.494 3.668 0.781
H 0.967 2.774 -0.651
H 1.183 1.932 0.892
H -5.544 0.510 -0.645
H -6.139 -0.091 0.909
H -4.782 -0.892 0.112
H -5.135 3.379 0.688
H -4.239 3.488 2.206
H -5.803 2.672 2.165
H -3.242 -0.655 2.667
H -4.484 0.303 3.462
H -2.831 0.917 3.394

For the lowest unoccupied orbital energy, the calculation gives -0.82 eV. The calculation puts the HOMO energy at -7.879 eV. The orbital gap is 7.06 eV.

Löwdin charges in e: number 1, Ga, carries 0.21; number 2, O, carries 0.07; number 3, C, carries -0.26; number 4, C, carries -0.01; number 5, C, carries -0.09; number 6, C, carries -0.10; number 7, C, carries -0.05; number 8, C, carries -0.11; number 9, C, carries -0.39; number 10, O, carries -0.22; number 11, N, carries 0.05; number 12, N, carries -0.01; number 13, C, carries -0.16; number 14, C, carries -0.62; number 15, Br, carries 0.91; number 16, C, carries -0.08; number 17, C, carries -0.23; number 18, C, carries -0.03; number 19, C, carries -0.07; number 20, C, carries -0.08; number 21, C, carries -0.07; number 22, C, carries -0.05; number 23, H, carries 0.08; number 24, H, carries 0.12; number 25, H, carries 0.10; number 26, H, carries 0.10; number 27, H, carries 0.11; number 28, H, carries 0.14; number 29, H, carries 0.14; number 30, H, carries 0.14; number 31, H, carries 0.11; number 32, H, carries 0.12; number 33, H, carries 0.11; number 34, H, carries 0.11; number 35, H, carries 0.11; number 36, H, carries 0.11; number 37, Br, carries 0.72; number 38, C, carries -0.69; number 39, C, carries -0.13; number 40, C, carries -0.12; number 41, C, carries -0.23; number 42, C, carries -0.13; number 43, C, carries -0.13; number 44, H, carries 0.10; number 45, H, carries 0.08; number 46, H, carries 0.11; number 47, H, carries 0.10; number 48, C, carries -0.22; number 49, Si, carries 0.21; number 50, C, carries -0.24; number 51, C, carries -0.22; number 52, As, carries 0.79; number 53, Si, carries 0.20; number 54, C, carries -0.22; number 55, C, carries -0.23; number 56, C, carries -0.25; number 57, H, carries 0.03; number 58, H, carries -0.01; number 59, H, carries 0.01; number 60, H, carries 0.03; number 61, H, carries 0.02; number 62, H, carries 0.03; number 63, H, carries 0.04; number 64, H, carries 0.02; number 65, H, carries -0.01; number 66, H, carries 0.03; number 67, H, carries 0.03; number 68, H, carries 0.01; number 69, H, carries 0.03; number 70, H, carries 0.01; number 71, H, carries 0.03; number 72, H, carries 0.00; number 73, H, carries 0.04; number 74, H, carries -0.01